Entry 1:
Below is the ion C30H52BN3O2P with charge +1 in a non-equilibrium geometry, with properties calculated with wB97M-V/def2-TZVPD.

Structure (XYZ):
```
89
C30H52BN3O2P | OMol25 | wB97M-V/def2-TZVPD
C 0.57 -3.98 -1.11
C -0.31 -3.22 -1.81
C -0.78 -1.85 -1.36
C -0.24 -1.46 -0.01
C 1.13 -0.79 0.10
C 1.68 -0.11 -1.17
C 2.51 -0.99 -2.09
C 3.79 -1.55 -1.45
C 5.05 -0.75 -1.80
C 6.18 -1.10 -0.81
C 6.07 -0.30 0.52
C 5.72 -1.19 1.71
C 5.98 -0.54 3.08
C 5.46 0.89 3.22
C 6.14 1.58 4.41
C 5.56 2.95 4.78
C 5.13 3.82 3.60
N -1.35 -0.57 0.52
C -2.45 -0.74 -0.30
N -3.55 -0.07 -0.03
C -4.69 -0.17 -0.94
C -4.45 0.46 -2.31
O -3.36 0.58 -2.80
C -5.68 0.93 -3.02
C -6.63 1.74 -2.40
C -7.73 2.17 -3.13
C -7.90 1.80 -4.46
C -6.97 0.96 -5.08
C -5.87 0.53 -4.35
P -3.59 0.94 1.45
C -2.70 2.50 1.05
C -5.33 1.46 1.69
C -5.43 2.49 2.82
N -2.27 -1.57 -1.36
B -3.05 -2.86 -1.38
C -3.67 -3.56 -0.13
O -3.26 -3.43 -2.59
H 1.53 -4.30 -1.49
H 0.33 -4.24 -0.08
H -0.64 -3.60 -2.78
H -0.42 -1.24 -2.20
H -0.22 -2.25 0.74
H 1.86 -1.50 0.48
H 1.07 -0.01 0.86
H 0.88 0.34 -1.77
H 2.29 0.74 -0.86
H 2.83 -0.37 -2.93
H 1.94 -1.82 -2.53
H 3.73 -1.61 -0.36
H 3.95 -2.56 -1.83
H 4.84 0.32 -1.72
H 5.39 -0.98 -2.80
H 7.12 -0.83 -1.28
H 6.19 -2.17 -0.58
H 7.01 0.22 0.69
H 5.29 0.45 0.38
H 4.69 -1.56 1.63
H 6.36 -2.07 1.65
H 7.06 -0.55 3.25
H 5.48 -1.12 3.85
H 4.38 0.89 3.35
H 5.70 1.49 2.34
H 6.11 0.92 5.28
H 7.19 1.69 4.14
H 4.73 2.81 5.48
H 6.33 3.48 5.34
H 4.07 3.73 3.38
H 5.67 3.58 2.68
H 5.31 4.87 3.81
H -1.02 0.36 0.26
H -4.97 -1.21 -1.10
H -5.58 0.29 -0.53
H -6.50 2.04 -1.36
H -8.46 2.81 -2.65
H -8.75 2.15 -5.04
H -7.08 0.64 -6.10
H -5.14 -0.12 -4.81
H -1.63 2.36 1.12
H -2.98 3.18 1.85
H -3.01 2.96 0.11
H -5.70 1.97 0.79
H -6.00 0.63 1.85
H -6.48 2.69 3.02
H -4.99 2.14 3.75
H -4.98 3.44 2.55
H -3.35 -4.60 -0.16
H -4.75 -3.61 -0.26
H -3.43 -3.11 0.83
H -2.94 -2.83 -3.28
```

Its total energy is -50478.4745 eV. Its charge is +1. As for the spin multiplicity: 1. The calculation puts the HOMO-LUMO gap at 9.074 eV. Its LUMO energy is -2.6 eV.

Electronic structure analysis, Mulliken charges in units of e: C -0.87; C -0.64; C 0.12; C -0.03; C -1.10; C -0.82; C -0.70; C 0.28; C -0.94; C -1.12; C -0.40; C -0.53; C -0.97; C 0.05; C -0.95; C -0.41; C -1.11; N -0.49; C 0.08; N 0.58; C -1.07; C 0.94; O -0.49; C 0.23; C 0.03; C -0.78; C -0.44; C -0.66; C -0.49; P -0.15; C -1.13; C -0.13; C -1.48; N 0.24; B 0.56; C -0.93; O -0.61; H 0.28; H 0.28; H 0.42; H 0.17; H 0.53; H 0.55; H 0.27; H 0.36; H 0.62; H 0.46; H 0.25; H -0.41; H 0.25; H 0.41; H 0.43; H 0.41; H 0.44; H 0.52; H 0.20; H 0.10; H 0.35; H 0.39; H 0.38; H 0.22; H 0.11; H 0.31; H 0.36; H 0.32; H 0.35; H 0.26; H 0.30; H 0.35; H 0.25; H 0.00; H 0.57; H 0.36; H 0.41; H 0.40; H 0.42; H 0.40; H 0.35; H 0.41; H 0.36; H 0.16; H 0.48; H 0.40; H 0.40; H 0.38; H 0.37; H 0.31; H 0.35; H 0.31

Entry 2:
Below is a cluster of 6 separate species, C30H52BN5O5 in total in a non-equilibrium geometry, with properties calculated with wB97M-V/def2-TZVPD.

Structure (XYZ):
```
93
C30H52BN5O5 | OMol25 | wB97M-V/def2-TZVPD
C 0.26 1.89 6.58
C 1.33 1.10 5.78
O 1.09 -0.32 6.00
C 0.66 -0.95 4.86
O -0.38 -0.65 4.34
C 1.61 -1.99 4.27
C 2.13 -1.44 2.90
C 3.68 -1.18 3.01
B 4.25 -0.70 1.60
C 3.44 0.50 0.92
C 4.19 1.12 -0.26
O 5.35 1.37 -0.16
O 3.54 1.44 -1.46
C 2.21 1.86 -1.19
C 1.15 0.80 -1.50
O 1.96 2.93 -0.73
H -0.43 1.18 7.05
H 0.71 2.49 7.38
H -0.32 2.53 5.90
H 1.26 1.37 4.72
H 2.32 1.30 6.18
H 2.48 -2.12 4.92
H 1.12 -2.96 4.12
H 1.64 -0.49 2.68
H 1.93 -2.11 2.05
H 3.77 -0.28 3.66
H 4.22 -2.04 3.41
H 5.21 -1.19 1.11
H 2.46 0.09 0.66
H 3.37 1.28 1.70
H 1.47 -0.18 -1.10
H 0.25 1.10 -0.96
H 0.99 0.68 -2.58
C 5.83 2.41 8.86
C 6.57 2.68 7.55
C 5.96 3.82 6.74
C 4.57 3.51 6.38
N 3.48 3.26 6.10
H 4.80 2.10 8.68
H 6.31 1.61 9.42
H 5.81 3.30 9.49
H 6.58 1.76 6.95
H 7.61 2.92 7.78
H 6.53 3.99 5.83
H 5.97 4.75 7.32
C -1.99 -2.11 -3.67
C -2.59 -2.79 -2.45
C -2.34 -2.02 -1.16
C -0.89 -1.91 -0.91
N 0.24 -1.84 -0.71
H -0.90 -2.04 -3.60
H -2.21 -2.68 -4.58
H -2.39 -1.10 -3.79
H -2.19 -3.80 -2.37
H -3.67 -2.90 -2.60
H -2.80 -2.53 -0.31
H -2.77 -1.02 -1.22
C -1.12 2.78 -3.55
C -1.61 2.83 -4.99
C -3.15 2.82 -5.10
C -3.64 1.56 -4.51
N -4.03 0.59 -4.04
H -1.41 1.85 -3.06
H -0.03 2.83 -3.51
H -1.51 3.62 -2.97
H -1.18 1.99 -5.54
H -1.23 3.75 -5.46
H -3.44 2.87 -6.14
H -3.55 3.66 -4.58
C 0.73 -6.77 0.07
C 0.79 -7.20 -1.39
C 0.01 -6.26 -2.31
C -1.41 -6.23 -1.94
N -2.52 -6.22 -1.64
H -0.29 -6.80 0.45
H 1.32 -7.45 0.69
H 1.12 -5.76 0.21
H 0.40 -8.21 -1.48
H 1.83 -7.22 -1.71
H 0.09 -6.59 -3.35
H 0.41 -5.24 -2.25
C -7.53 2.87 -8.18
C -8.11 2.16 -6.96
C -7.90 2.95 -5.66
C -6.47 3.13 -5.40
N -5.34 3.27 -5.20
H -6.45 2.99 -8.10
H -7.73 2.29 -9.09
H -7.98 3.86 -8.31
H -7.65 1.17 -6.87
H -9.18 2.01 -7.11
H -8.34 2.41 -4.82
H -8.38 3.93 -5.73
```

Its total energy is -50315.2313 eV. As for the spin multiplicity: 1. The calculation puts the HOMO-LUMO gap at 10.412 eV. Its LUMO energy is 0.5 eV.

Electronic structure analysis, Mulliken charges in units of e: C -1.16; C 0.35; O -0.44; C 0.30; O -0.55; C -0.54; C -0.31; C -0.75; B 0.11; C 0.22; C 0.16; O -0.56; O -0.33; C 0.60; C -0.92; O -0.55; H 0.34; H 0.28; H 0.29; H 0.19; H 0.12; H 0.38; H 0.35; H 0.23; H 0.42; H 0.24; H 0.37; H -0.10; H -0.09; H 0.29; H 0.38; H 0.27; H 0.44; C -1.05; C -0.41; C -0.42; C 0.28; N -0.46; H 0.28; H 0.32; H 0.30; H 0.28; H 0.31; H 0.27; H 0.28; C -0.83; C 0.03; C -0.45; C 0.25; N -0.53; H 0.31; H 0.41; H -0.03; H -0.24; H 0.42; H 0.37; H 0.30; C -0.80; C -0.70; C -0.38; C 0.39; N -0.54; H 0.16; H 0.26; H 0.31; H 0.30; H 0.38; H 0.30; H 0.42; C -1.11; C -0.47; C -0.27; C 0.23; N -0.50; H 0.36; H 0.34; H 0.26; H 0.30; H 0.31; H 0.34; H 0.22; C -1.05; C -0.44; C -0.49; C 0.15; N -0.36; H 0.28; H 0.32; H 0.30; H 0.31; H 0.32; H 0.27; H 0.29